[1]
Molecular formula: C41H70CsIN4OP3Si
Method: DFT, ωB97M-V/def2-TZVPD

Calculated values
calculated total energy = -96056.45987 eV
HOMO = -0.120 Ha
gap between HOMO and LUMO = 5.24 eV
net charge = -1
LUMO energy = 1.96 eV

XYZ file:
```
122
Properties=species:S:1:pos:R:3:forces:R:3:mulliken_charge:R:1
Cs -1.341085 1.066688 -0.891452 -0.6 -0.9 0.8 2.558
I -4.497908 2.692742 -1.173994 -0.4 0.3 0.0 -0.577
P 0.252229 3.019482 1.238229 0.6 0.4 0.4 -0.167
P 0.767410 -2.643121 -1.292507 0.1 0.3 0.2 0.952
P -0.644353 -0.267770 3.122141 0.1 -0.1 -0.2 1.280
Si 1.563727 0.130931 0.500643 0.8 -0.3 0.3 -2.265
O -1.540901 0.662090 -3.470493 -0.3 -0.2 -1.2 -0.124
N -1.641296 1.181618 -5.691847 0.0 0.1 -0.1 0.108
N -4.238154 -0.772443 -0.087730 0.2 -0.1 0.0 -0.132
N -4.578707 -2.146374 -0.280658 -0.1 0.1 0.0 -0.647
N -3.519361 0.356500 -4.556190 0.0 0.0 0.0 0.541
C -1.879521 4.701870 0.989018 0.0 -0.1 0.0 -1.355
C -0.104031 -5.275231 -0.758423 0.0 0.0 0.0 -1.557
C -1.631034 -1.842152 2.832557 0.1 0.0 0.0 0.590
C -0.460861 4.521872 0.432387 -0.1 0.1 -0.2 0.628
C -2.213247 0.719183 -4.504112 0.1 0.0 0.2 -0.408
C 3.385199 -2.605052 -2.290771 -0.1 0.0 0.0 -0.468
C 2.824039 4.173351 0.735623 -0.1 -0.1 0.1 -0.357
C 2.479842 -1.962356 -1.438757 0.0 0.3 0.1 -0.231
C -0.327006 1.784051 -5.510879 0.0 0.0 -0.1 -0.871
C 3.587241 -2.186314 3.481577 -0.1 0.0 0.0 -1.021
C 0.772024 5.132022 3.202114 0.0 0.0 0.1 -1.808
C 2.045128 3.012048 0.805193 0.1 -0.3 0.1 -0.138
C 1.554901 2.844293 3.734029 0.1 0.0 0.0 -1.964
C 4.925879 -0.802446 -2.081531 -0.1 -0.1 0.0 -0.864
C 4.799529 2.893600 1.185823 -0.1 0.1 0.0 -0.775
C 0.699095 -1.797562 -4.000222 0.0 0.0 0.0 -1.366
C 2.657081 1.736691 0.923035 0.0 0.2 0.0 0.348
C 4.038243 1.734602 1.188969 -0.2 0.0 0.0 -0.099
C 1.791383 -4.383632 0.632221 0.0 0.0 0.1 -1.386
C -0.330775 0.987511 5.673042 0.0 0.1 0.0 -1.508
C 4.613399 -2.050279 -2.608597 0.0 0.1 0.1 -0.850
C 1.478914 -1.600966 4.442134 -0.1 0.0 -0.1 -0.134
C -4.150971 -0.286819 -3.405938 0.1 0.0 -0.2 -0.528
C -4.442105 0.861735 -5.557237 0.0 0.0 0.1 -1.237
C 2.721045 -2.202128 4.566667 0.0 0.0 -0.1 -0.928
C 0.296052 -2.945878 -3.073393 -0.1 0.0 -0.1 0.776
C -0.480295 4.338534 -1.089686 0.0 0.1 0.1 -1.059
C -1.204801 0.017098 4.879276 0.1 0.0 0.1 0.641
C 4.198806 4.117676 0.900937 0.0 -0.1 0.0 -0.898
C 2.821449 -0.739766 -0.791129 0.1 -0.2 -0.1 0.013
C 1.140232 -4.384918 -0.749797 0.0 -0.1 0.0 0.435
C -1.693489 0.290239 -6.843563 0.0 0.0 0.0 -1.069
C -1.230047 -3.119168 -3.146561 0.0 0.1 0.0 -1.543
C -2.636298 0.566509 4.830858 0.0 0.0 0.0 -1.656
C -1.296241 -3.049207 3.706342 0.0 -0.1 0.0 -1.933
C 4.052798 -0.177866 -1.201468 -0.2 -0.1 0.1 -0.293
C 0.469461 3.645161 3.010980 0.0 0.0 0.0 0.616
C 1.967616 -0.901892 2.147029 0.0 0.0 0.3 0.438
C 1.076570 -0.964850 3.261056 0.2 0.0 -0.3 0.235
C -1.509548 -2.241446 1.369481 0.0 0.1 0.1 -0.011
C 3.208782 -1.551363 2.307447 -0.2 0.1 -0.1 -0.543
H -2.951992 0.878443 5.831914 0.0 0.0 0.0 0.445
H -1.867750 5.001723 2.038687 0.0 0.0 0.0 0.267
H -4.896570 0.381152 -2.975348 0.0 0.0 0.0 0.277
H -3.717952 -2.668808 -0.376414 0.0 0.0 0.0 0.228
H -3.415835 -0.481993 -2.636168 0.0 -0.1 0.0 -0.308
H 3.904506 -1.556908 1.471821 0.0 0.0 0.0 0.534
H 0.878933 5.339281 4.272701 0.0 0.0 0.0 0.512
H 4.557111 -2.666511 3.551974 0.0 0.0 0.0 0.388
H 1.854793 -4.795252 -1.471600 0.1 -0.1 0.0 0.669
H -0.265168 -3.376214 3.549154 -0.1 0.0 0.0 0.201
H 0.727670 0.728512 5.658919 0.0 -0.1 0.0 0.319
H -0.468192 -2.452155 1.131921 0.0 0.0 -0.1 -0.621
H 5.863937 2.844612 1.385553 0.0 0.0 0.0 0.390
H -0.913635 -0.478482 -6.778060 0.0 0.0 0.0 0.273
H 4.793219 5.022060 0.848853 0.0 0.0 0.0 0.375
H 0.529009 4.200745 -1.487290 0.0 0.0 0.0 0.179
H -0.450909 -5.496235 -1.769298 0.0 0.0 0.0 0.390
H 4.347463 0.790247 -0.818674 0.0 -0.1 -0.1 0.488
H -4.083759 -0.547427 0.889525 0.0 0.1 0.0 0.165
H -2.095061 -3.145527 1.162213 0.0 0.0 0.0 0.869
H 1.717498 5.411720 2.729209 -0.1 -0.1 0.0 0.234
H 0.447393 1.035157 -5.313337 0.0 0.0 0.0 0.260
H -3.362936 -0.165248 4.473424 0.0 0.0 0.0 0.373
H -2.441118 5.450165 0.424210 0.0 0.0 0.0 0.462
H 0.793863 -1.649410 5.281347 0.0 0.0 0.0 0.317
H -0.932181 -4.809359 -0.213171 0.1 0.0 0.0 0.106
H 0.136079 5.407456 0.663109 0.0 0.1 0.0 0.432
H -1.837918 -1.446710 0.696340 0.0 -0.1 0.0 -0.712
H 1.092077 -4.052063 1.407424 0.0 0.0 -0.1 0.124
H -0.933605 5.205792 -1.574771 0.0 0.0 0.0 0.530
H 3.102900 -3.546987 -2.753047 0.0 0.0 0.0 0.201
H 1.778526 -1.663210 -4.073442 0.0 0.0 0.0 0.325
H 2.658120 -3.723795 0.678526 0.0 0.0 0.0 0.202
H -0.424426 2.002011 5.279357 0.0 -0.1 0.0 0.176
H 0.113092 -6.231320 -0.270567 0.0 0.0 0.0 0.449
H -1.722435 -2.166582 -2.925286 0.1 0.0 0.0 0.244
H 3.001348 -2.688366 5.493700 0.0 0.0 0.0 0.381
H -1.427961 -2.864951 4.775123 0.0 0.0 -0.1 0.392
H 2.344014 5.136540 0.597433 0.0 0.0 0.0 0.416
H 2.544404 3.141229 3.372903 -0.1 0.0 0.0 0.326
H -2.447010 3.767395 0.919145 0.0 0.1 0.0 0.075
H -1.534310 -3.422961 -4.155050 0.0 0.0 0.0 0.523
H -1.950905 -3.885191 3.433527 0.0 0.0 0.0 0.522
H 0.783441 -3.870489 -3.406874 0.0 0.0 0.0 0.583
H 5.858603 -0.313878 -2.345064 0.0 0.0 0.0 0.398
H -0.662788 1.012073 6.715873 0.0 0.0 0.0 0.553
H -4.977388 -0.175510 -0.436593 0.0 0.1 0.0 0.261
H 1.479486 1.764006 3.591965 -0.1 0.1 -0.1 0.253
H 0.308657 -1.988928 -5.007755 0.0 0.0 0.0 0.496
H -2.657831 -0.204758 -6.913038 0.0 0.0 0.0 0.354
H -2.663170 -1.540972 3.040761 0.0 0.0 0.0 0.285
H -0.345203 2.477487 -4.675941 0.0 0.0 0.0 0.265
H 2.117957 -5.395531 0.892208 0.0 0.0 0.0 0.563
H -1.619534 -3.856354 -2.442924 0.0 0.0 0.0 0.301
H -4.857995 0.051219 -6.164809 0.0 0.0 0.0 0.310
H -1.079698 3.472568 -1.368369 0.0 0.6 -0.1 -0.211
H -3.942608 1.576505 -6.203996 0.0 0.0 0.0 0.420
H 1.512617 3.048641 4.807225 0.0 0.0 0.0 0.648
H -0.500618 3.428838 3.473936 0.0 0.0 0.0 0.529
H 5.297636 -2.563880 -3.273605 0.0 0.0 0.0 0.386
H -1.536137 0.859115 -7.761248 0.0 0.0 0.0 0.341
H 4.538852 0.788992 1.374979 0.0 0.0 0.0 0.395
H -4.617291 -1.228391 -3.709806 0.0 0.0 0.0 0.343
H -2.696776 1.440283 4.174240 0.0 0.0 0.0 0.269
H -0.065062 2.331077 -6.418216 0.0 0.0 0.0 0.292
H -0.005711 5.790993 2.819313 0.0 0.0 0.0 0.347
H -1.224160 -0.941095 5.403176 0.0 0.0 0.1 0.153
H 0.259925 -0.857323 -3.658850 0.0 0.0 0.0 0.057
H -5.266426 1.369104 -5.051499 0.0 0.0 0.0 0.339
H -5.079178 -2.523458 0.516598 0.0 0.0 0.0 0.278
```
Forces are in eV/Å.

[2]
Molecular formula: C41H71N4O5
Method: DFT, ωB97M-V/def2-TZVPD

Calculated values
calculated total energy = -59836.39417 eV
HOMO = -0.259 Ha
gap between HOMO and LUMO = 1.92 eV
net charge = +1
LUMO energy = -5.14 eV

XYZ file:
```
121
Properties=species:S:1:pos:R:3:forces:R:3:mulliken_charge:R:1
O 21.130000 100.349000 57.327000 -1.0 -1.1 0.8 -0.416
O 17.618000 104.232000 58.949000 3.2 -0.5 -0.2 -0.325
O 27.746000 103.776000 53.848000 -2.2 1.7 0.5 -0.370
O 24.705000 104.579000 57.871000 0.6 0.9 0.2 -0.321
O 25.391000 108.510000 58.785000 1.4 -1.9 -1.0 -0.324
N 22.344000 107.294000 60.582000 -1.2 2.2 -3.0 0.406
N 24.383000 101.343000 54.193000 -1.0 1.8 -0.6 0.613
N 28.188000 100.279000 60.055000 1.7 0.9 -2.1 0.124
N 21.802000 100.687000 62.742000 2.1 -1.4 -0.5 0.225
C 19.863000 104.457000 58.166000 -0.4 -2.1 1.0 -0.931
C 20.629000 99.987000 56.077000 0.6 -3.1 0.9 -0.559
C 21.408000 105.829000 62.139000 3.0 -0.5 -3.1 -0.889
C 26.728000 100.760000 57.665000 1.0 -0.1 2.2 0.256
C 26.078000 108.503000 60.980000 -4.7 3.0 -1.7 -1.198
C 22.318000 104.739000 61.674000 -0.8 1.2 -1.0 0.748
C 28.733000 102.830000 53.901000 -1.8 1.0 1.7 -0.361
C 22.153000 103.374000 62.139000 2.0 0.4 0.7 0.908
C 24.749000 108.851000 56.551000 -1.1 -2.1 -2.1 -1.254
C 22.503000 101.599000 58.716000 6.7 -5.9 -0.7 -2.107
C 21.436000 107.077000 61.530000 -1.4 -1.5 1.8 -0.592
C 23.073000 101.154000 62.369000 1.2 -4.3 0.2 -0.150
C 24.954000 102.490000 54.858000 1.6 -6.1 1.4 -2.348
C 20.817000 101.524000 62.901000 -4.0 0.9 -0.7 -0.328
C 23.141000 106.334000 60.091000 1.8 3.1 -4.6 -0.180
C 20.901000 102.843000 62.667000 -1.0 3.3 -2.0 -0.700
C 25.986000 100.977000 56.478000 -0.3 -0.2 -1.1 1.471
C 28.607000 99.882000 61.360000 6.9 5.3 0.3 -1.322
C 23.190000 105.120000 60.515000 -0.4 -4.3 4.8 -0.421
C 25.691000 108.084000 57.428000 0.1 -1.1 0.4 0.496
C 23.356000 101.641000 53.154000 -1.4 0.7 -2.4 -1.077
C 27.580000 101.558000 59.787000 2.5 0.3 4.6 -0.010
C 15.417000 103.962000 59.332000 -0.2 0.1 -1.7 -1.333
C 25.874000 102.300000 55.874000 -2.3 -1.9 0.2 0.148
C 25.366000 99.888000 55.707000 2.3 -2.5 3.7 -0.302
C 26.876000 101.891000 58.765000 -3.1 -0.3 -6.9 -0.183
C 21.927000 108.259000 59.501000 -1.8 2.4 0.2 -0.774
C 26.422000 108.030000 59.642000 1.7 3.5 -1.5 -0.136
C 23.369000 102.409000 62.148000 0.0 3.1 -1.6 -0.607
C 23.762000 105.021000 56.906000 0.9 -0.1 4.9 -0.055
C 22.190000 101.274000 57.383000 -1.5 -3.2 -0.7 -0.761
C 21.496000 99.296000 62.488000 3.7 -1.9 2.2 -1.134
C 28.434000 101.748000 53.098000 -1.8 -5.6 -6.6 -1.281
C 18.951000 104.622000 59.356000 -0.9 1.2 -0.1 0.471
C 26.928000 105.887000 54.833000 3.3 -0.4 0.6 -0.559
C 27.427000 99.469000 57.973000 -0.2 -0.8 -1.0 -0.675
C 24.639000 100.074000 54.624000 -0.6 -0.3 -1.2 -0.794
C 16.714000 104.368000 59.965000 -2.8 3.7 -3.4 -0.148
C 28.263000 99.306000 59.108000 -3.0 -0.3 -2.6 -0.278
C 19.578000 98.807000 56.165000 3.1 5.4 6.7 -1.643
C 28.133000 104.920000 54.562000 -2.5 0.3 2.1 -0.894
H 28.795000 105.506000 54.101000 2.6 2.1 -3.4 0.809
H 28.877000 102.550000 54.891000 0.2 -0.9 2.3 0.288
H 28.844000 104.768000 55.417000 -1.5 -0.9 0.5 0.380
H 21.367000 99.879000 55.300000 1.8 -1.8 0.0 0.375
H 29.192000 100.978000 52.882000 0.0 -0.3 1.8 0.453
H 23.645000 108.758000 56.750000 1.1 0.2 0.8 0.246
H 19.090000 98.772000 55.362000 -3.7 -1.0 -6.7 0.566
H 28.373000 101.796000 51.973000 0.4 2.2 0.3 0.353
H 22.259000 99.046000 61.739000 0.2 -0.7 0.6 0.394
H 21.877000 101.961000 59.276000 -7.5 3.5 5.8 1.548
H 18.857000 99.184000 56.925000 0.2 -0.2 -0.4 0.303
H 24.725000 108.171000 55.595000 0.5 2.1 0.8 0.253
H 26.812000 108.385000 57.234000 -2.0 -0.8 0.0 0.487
H 24.172000 105.317000 56.040000 1.7 1.2 -3.7 0.494
H 25.898000 109.611000 61.169000 0.4 -1.2 -0.7 0.253
H 27.280000 106.884000 55.150000 -0.3 -0.5 -0.2 0.358
H 23.124000 100.781000 59.345000 -1.8 1.0 -1.6 0.021
H 23.683000 106.587000 59.063000 -0.8 -0.4 2.7 -0.087
H 29.523000 103.373000 53.673000 4.8 1.6 -1.6 0.779
H 22.002000 102.004000 56.710000 -0.8 3.3 -1.7 0.711
H 27.482000 108.258000 59.223000 -1.5 0.8 0.6 0.435
H 21.295000 109.091000 59.966000 1.2 -0.9 0.0 0.472
H 23.219000 102.290000 58.715000 3.2 3.3 -0.4 0.756
H 19.759000 101.158000 62.826000 1.3 -0.3 0.8 0.306
H 20.644000 107.853000 61.725000 1.3 -0.8 -0.1 0.295
H 20.315000 100.780000 55.559000 -3.1 3.9 -1.2 0.640
H 29.476000 99.236000 61.708000 -0.7 0.9 -1.7 0.311
H 27.396000 101.307000 53.005000 0.9 0.1 1.9 -0.013
H 26.273000 105.481000 55.495000 -1.3 -1.1 3.3 -0.297
H 27.724000 102.443000 60.501000 0.2 -2.1 -0.3 0.344
H 22.786000 108.819000 58.973000 -1.2 -1.6 0.7 0.110
H 19.946000 103.369000 57.996000 0.0 0.1 0.1 0.040
H 19.262000 104.759000 57.319000 0.9 1.1 -0.6 0.461
H 20.888000 104.724000 58.467000 -0.3 0.8 -1.0 0.102
H 16.529000 105.473000 60.115000 0.7 -0.7 0.8 0.220
H 26.334000 103.119000 56.362000 0.3 0.9 0.1 0.884
H 20.682000 99.132000 61.877000 -2.6 0.0 -0.4 0.487
H 23.168000 105.911000 57.255000 -0.4 -0.8 -0.2 0.152
H 26.201000 105.932000 54.111000 -0.8 0.6 -3.2 0.506
H 27.819000 99.528000 61.654000 -8.2 -5.0 4.1 0.713
H 26.333000 102.958000 58.523000 1.3 -2.6 0.9 -0.401
H 18.850000 105.755000 59.624000 0.5 -1.8 0.1 0.227
H 25.044000 109.896000 56.504000 -0.2 0.0 -0.7 0.371
H 23.021000 100.800000 57.013000 2.4 -1.3 -1.3 0.306
H 22.893000 100.818000 52.540000 1.1 -0.4 1.5 0.389
H 27.307000 98.505000 57.233000 0.5 2.9 1.8 0.072
H 25.509000 106.908000 57.231000 0.8 2.4 1.0 -0.421
H 23.892000 100.313000 62.172000 -2.1 1.8 0.8 0.385
H 28.742000 98.291000 59.256000 -0.4 1.7 0.3 0.328
H 23.308000 104.101000 56.802000 -2.8 -1.5 -1.2 -0.782
H 28.593000 100.819000 61.964000 0.8 -0.5 -0.3 0.317
H 19.948000 97.964000 56.600000 1.3 -2.5 0.5 0.393
H 21.615000 98.585000 63.475000 -0.6 1.8 -2.6 0.242
H 20.811000 105.602000 62.926000 -2.0 -0.3 2.1 0.815
H 24.878000 103.365000 54.399000 -0.9 3.6 -1.9 1.052
H 24.352000 99.120000 54.123000 -0.5 1.6 -0.2 0.342
H 25.447000 98.732000 56.067000 0.0 3.2 -0.8 0.014
H 26.753000 108.200000 61.613000 3.4 -1.8 3.9 0.548
H 22.317000 102.091000 53.587000 3.0 -0.2 -0.9 0.278
H 25.082000 108.011000 61.121000 0.8 0.4 0.6 0.082
H 26.587000 107.035000 59.774000 -0.8 -3.6 -0.5 0.186
H 14.586000 104.324000 59.887000 -0.9 0.8 0.2 0.406
H 21.053000 107.837000 58.867000 2.2 0.0 0.4 0.272
H 24.500000 102.570000 61.786000 -3.0 0.4 0.8 0.240
H 23.853000 102.150000 52.170000 -1.2 -0.1 2.9 0.304
H 19.343000 103.975000 60.182000 -0.6 0.8 -0.1 -0.150
H 16.930000 103.853000 60.802000 0.9 -1.7 3.1 0.340
H 15.413000 104.250000 58.215000 -0.2 0.0 1.9 0.269
H 15.271000 102.921000 59.345000 0.1 -1.7 -0.1 0.358
H 23.975000 104.483000 60.159000 -0.2 -0.5 -0.7 0.108
H 19.812000 103.428000 62.428000 3.5 -1.5 1.1 0.075
```
Forces are in eV/Å.

Record-wise ΔE to the lowest compared entry with this formula, charge and spin values, in kcal per mole: 24.5 102.7